# 1
DFT (the ωB97M-V functional and the def2-TZVPD basis) results for a single C21H20ClN3O3 molecule.

Properties
**LUMO**: -0.562 eV
**Energy relative to the best compared isomer or geometry (same formula, charge and spin)**: 64.2 kcal per mole

Element x y z (Å)
C: 4.371 1.399 -1.378
N: 4.348 1.545 0.063
C: 5.398 0.755 0.675
C: 3.047 1.226 0.626
C: 2.030 2.337 0.355
C: 0.731 2.173 1.152
N: -0.286 1.435 0.443
C: -1.504 1.970 0.161
O: -1.878 3.089 0.426
C: -2.245 0.873 -0.531
O: -3.486 0.990 -0.994
C: -4.005 -0.108 -1.605
C: -5.305 0.000 -2.104
C: -5.894 -1.070 -2.737
C: -5.189 -2.266 -2.879
Cl: -5.940 -3.598 -3.675
C: -3.907 -2.388 -2.391
C: -3.295 -1.311 -1.747
C: -1.914 -1.461 -1.233
O: -1.258 -2.481 -1.330
C: -1.463 -0.231 -0.612
C: -0.146 0.049 0.050
C: 0.072 -0.872 1.228
C: -0.652 -0.707 2.402
C: -0.426 -1.575 3.456
C: 0.518 -2.578 3.290
N: 1.201 -2.748 2.172
C: 0.981 -1.923 1.167
H: 4.148 0.370 -1.703
H: 3.647 2.074 -1.829
H: 5.360 1.670 -1.745
H: 6.356 1.059 0.257
H: 5.412 0.946 1.747
H: 5.270 -0.326 0.511
H: 3.171 1.138 1.709
H: 2.678 0.253 0.257
H: 2.501 3.280 0.632
H: 1.781 2.391 -0.705
H: 0.938 1.683 2.111
H: 0.285 3.152 1.349
H: -5.827 0.935 -1.982
H: -6.897 -0.990 -3.125
H: -3.345 -3.304 -2.490
H: 0.678 -0.076 -0.665
H: -1.379 0.090 2.486
H: -0.970 -1.475 4.383
H: 0.738 -3.279 4.084
H: 1.551 -2.116 0.268

Here are the natural (NBO) charges for atoms 1 to 6, given in e:
1 C -0.42
2 N -0.43
3 C -0.41
4 C -0.21
5 C -0.42
6 C -0.22

---

# 2
DFT (the ωB97M-V functional and the def2-TZVPD basis) results for a molecular structure, C3H7N3O2S2.

Properties
**LUMO**: 0.304 eV
**Energy relative to the best compared isomer or geometry (same formula, charge and spin)**: 14.7 kcal per mole

Element x y z (Å)
C: -0.723 0.237 2.131
C: -1.933 1.519 0.654
C: -0.515 1.622 0.031
N: -1.821 0.732 1.774
N: 0.433 -0.998 0.236
N: 1.387 -2.583 -1.688
O: 2.986 -1.011 -0.660
O: 1.255 -0.009 -2.025
S: 0.585 0.410 0.933
S: 1.639 -1.044 -1.167
H: -0.551 -0.367 3.058
H: -2.159 2.458 1.011
H: -2.625 1.258 -0.076
H: -0.566 1.267 -0.888
H: 0.101 2.615 0.068
H: 1.914 -3.185 -1.048
H: 0.592 -2.922 -2.345

Here are the natural (NBO) charges for atoms 1 to 6, given in e:
1 C -0.07
2 C -0.26
3 C -0.59
4 N -0.33
5 N -1.14
6 N -1.11

---

# 3
DFT (the ωB97M-V functional and the def2-TZVPD basis) results for 2 unconnected molecules or ions with the total composition CH6N2S2.

Properties
**LUMO**: 0.248 eV
**Energy relative to the best compared isomer or geometry (same formula, charge and spin)**: 21.3 kcal per mole

Element x y z (Å)
H: -2.259 1.327 1.753
N: -1.954 0.403 1.486
C: -2.607 -0.089 0.515
N: -2.096 -0.923 -0.425
H: -3.670 0.169 0.398
H: -2.562 -1.110 -1.290
H: -1.282 -1.468 -0.195
S: 1.766 1.003 0.260
S: 1.470 -0.701 -0.946
H: 2.768 0.421 0.932
H: 0.524 -0.090 -1.668

Here are the natural (NBO) charges for atoms 1 to 6, given in e:
1 H 0.36
2 N -0.76
3 C 0.30
4 N -0.83
5 H 0.13
6 H 0.39

---

# 4
DFT (the ωB97M-V functional and the def2-TZVPD basis) results for a molecular structure, C29H35ErO5Te.

Properties
**LUMO (spin up / spin down)**: 4.080 / 4.080 eV
**Total charge**: -2
**2S+1**: 4
**Expectation value of S²**: 3.7526

Element x y z (Å)
C: -1.158 -0.402 -4.092
C: -1.285 0.401 -2.792
C: 0.168 -1.180 -4.029
C: 0.992 -0.565 -2.858
H: 0.683 -1.053 -4.985
H: -0.041 -2.247 -3.888
C: 0.145 0.724 -2.407
H: -1.804 -0.222 -2.049
H: -1.891 1.307 -2.931
C: 0.196 1.483 -1.060
H: 0.488 1.484 -3.133
H: 1.942 -0.172 -3.258
C: 1.320 -1.571 -1.859
C: -2.379 -1.272 -4.338
C: -1.184 0.471 -5.348
O: -0.511 0.259 -6.343
O: -2.998 -1.850 -3.452
O: -2.737 -1.330 -5.629
O: -2.032 1.510 -5.294
C: -2.102 2.181 -6.560
H: -2.860 2.952 -6.435
H: -2.386 1.463 -7.337
H: -1.127 2.613 -6.808
C: -3.921 -2.098 -5.866
H: -3.829 -3.094 -5.413
H: -4.002 -2.158 -6.952
H: -4.790 -1.583 -5.434
O: 0.289 0.790 0.136
H: -0.715 2.104 -0.979
H: 1.026 2.207 -1.099
C: 2.634 -1.503 -1.186
C: 0.250 -2.437 -1.330
H: 0.209 -3.431 -1.801
H: -0.748 -1.979 -1.401
H: 0.418 -2.626 -0.261
H: 2.528 -1.822 -0.138
H: 3.022 -0.471 -1.164
H: 3.391 -2.156 -1.648
Er: 0.614 0.343 2.002
C: 2.156 1.963 3.355
C: 2.490 2.344 2.026
C: 1.354 2.994 1.473
H: 3.469 2.240 1.550
C: 0.292 2.926 2.413
C: 0.790 2.302 3.596
H: 0.260 2.153 4.540
H: 2.830 1.515 4.083
H: 1.338 3.536 0.525
H: -0.704 3.345 2.263
C: -0.932 -1.561 2.954
C: -1.183 -0.350 3.666
C: -1.799 0.572 2.765
H: -0.992 -0.196 4.727
C: -1.956 -0.085 1.509
C: -1.428 -1.402 1.624
H: -1.497 -2.179 0.864
H: -0.451 -2.453 3.352
H: -2.169 1.567 3.007
H: -2.461 0.317 0.631
Te: 2.618 -1.660 3.421
C: 2.346 -0.949 5.384
C: 3.243 -0.009 5.945
C: 2.922 0.610 7.159
C: 1.759 0.244 7.854
C: 0.905 -0.740 7.329
C: 1.198 -1.348 6.103
H: 4.136 0.268 5.387
H: 3.585 1.378 7.565
H: 1.522 0.717 8.809
H: 0.008 -1.034 7.874
H: 0.537 -2.094 5.665

Here are the Löwdin charges for atoms 1 to 6, given in e:
1 C -0.25
2 C -0.09
3 C -0.05
4 C -0.27
5 H 0.11
6 H 0.12

---

# 5
DFT (the ωB97M-V functional and the def2-TZVPD basis) results for a molecular structure, C19H34F6N6O6PPdS2.

Properties
**LUMO (spin up / spin down)**: 1.991 / 2.102 eV
**Total charge**: -1
**Energy relative to the best compared isomer or geometry (same formula, charge and spin)**: 0.0 kcal per mole

Element x y z (Å)
Pd: -0.805 0.631 -1.523
N: 0.741 1.667 -3.155
C: 1.098 2.864 -2.403
C: -0.078 3.510 -1.627
O: -0.001 4.723 -1.445
O: -1.013 2.757 -1.186
H: 1.541 1.124 -3.449
H: 0.156 1.867 -3.957
H: 1.542 3.651 -3.017
H: 1.820 2.553 -1.646
F: -4.500 2.122 -4.826
C: -3.802 2.215 -3.689
F: -4.466 3.016 -2.857
F: -2.627 2.773 -3.970
S: -3.622 0.529 -2.913
O: -3.496 0.804 -1.509
O: -4.741 -0.234 -3.375
N: -2.171 0.105 -3.451
S: -1.794 -1.233 -4.307
O: -2.695 -1.500 -5.432
O: 1.137 -1.587 -2.268
C: -2.301 -2.568 -3.058
F: -3.543 -3.000 -3.229
F: -1.471 -3.618 -3.238
F: -2.167 -2.171 -1.781
N: 0.792 0.496 -0.445
P: 0.893 -0.288 0.888
N: 1.990 0.458 1.916
C: 1.730 0.612 3.340
C: 1.066 1.950 3.653
C: 1.906 3.102 3.105
C: 2.187 2.904 1.618
C: 2.820 1.538 1.380
N: 1.504 -1.854 0.798
C: 2.935 -2.133 0.859
C: 3.599 -2.049 -0.512
C: 2.922 -3.025 -1.470
C: 1.415 -2.771 -1.542
C: 0.811 -2.753 -0.133
N: -0.550 -0.554 1.673
C: -1.660 0.403 1.552
C: -2.981 -0.346 1.569
C: -3.195 -0.994 2.946
C: -1.847 -1.360 3.589
C: -0.822 -1.719 2.522
H: 2.695 0.562 3.866
H: 1.131 -0.223 3.702
H: 0.914 2.050 4.732
H: 0.082 1.971 3.180
H: 2.858 3.139 3.651
H: 1.406 4.057 3.279
H: 2.845 3.691 1.243
H: 1.258 2.955 1.041
H: 3.798 1.486 1.879
H: 2.973 1.369 0.316
H: 3.056 -3.154 1.248
H: 3.393 -1.453 1.574
H: 4.666 -2.270 -0.422
H: 3.509 -1.028 -0.895
H: 3.094 -4.050 -1.120
H: 3.333 -2.949 -2.478
H: 0.939 -3.583 -2.098
H: 1.206 -0.800 -1.665
H: 0.844 -3.767 0.284
H: -0.238 -2.460 -0.205
H: -1.550 0.988 0.636
H: -1.647 1.134 2.371
H: -2.958 -1.101 0.779
H: -3.792 0.335 1.315
H: -3.820 -1.884 2.849
H: -3.733 -0.305 3.602
H: -1.957 -2.193 4.285
H: -1.462 -0.514 4.167
H: -1.213 -2.551 1.920
H: 0.107 -2.072 2.968

Here are the Löwdin charges for atoms 1 to 6, given in e:
1 Pd 0.91
2 N -0.01
3 C -0.20
4 C -0.68
5 O -0.01
6 O -0.13

---

# 6
DFT (the ωB97M-V functional and the def2-TZVPD basis) results for a single C4H9NO2S molecule.

Properties
**LUMO**: 0.526 eV
**Energy relative to the best compared isomer or geometry (same formula, charge and spin)**: 24.7 kcal per mole

Element x y z (Å)
O: -0.446 -1.893 -0.880
C: -0.308 -0.944 -0.132
C: 0.201 0.391 -0.586
C: 0.772 0.385 -1.993
S: 2.506 -0.142 -2.110
N: -0.785 -1.058 1.148
C: -0.854 -0.200 2.314
O: -0.912 1.176 2.025
H: 0.997 0.663 0.080
H: -0.474 1.228 -0.422
H: 0.289 -0.397 -2.574
H: 0.584 1.312 -2.514
H: 2.936 0.793 -2.956
H: -1.149 -1.968 1.347
H: 0.023 -0.268 2.953
H: -1.749 -0.483 2.870
H: -1.632 1.405 1.429

Here are the natural (NBO) charges for atoms 1 to 6, given in e:
1 O -0.61
2 C 0.68
3 C -0.53
4 C -0.52
5 S -0.05
6 N -0.65

---

# 7
DFT (the ωB97M-V functional and the def2-TZVPD basis) results for 33 unconnected molecules or ions with the total composition H66O33.

Properties
**LUMO**: -0.289 eV
**Energy relative to the best compared isomer or geometry (same formula, charge and spin)**: 35.2 kcal per mole

Element x y z (Å)
O: 12.413 5.820 13.288
H: 12.799 6.675 13.582
H: 11.443 5.950 13.374
O: 7.716 10.411 8.470
H: 8.012 11.317 8.425
H: 6.807 10.433 8.121
O: 12.131 6.227 8.453
H: 12.099 6.956 7.818
H: 12.968 6.298 8.933
O: 10.056 8.762 7.675
H: 9.851 9.701 7.895
H: 10.986 8.723 7.283
O: 11.159 9.209 15.062
H: 10.226 8.906 14.959
H: 11.253 9.143 16.048
O: 13.651 8.435 13.445
H: 12.843 8.937 13.538
H: 13.898 8.531 12.496
O: 9.784 5.110 10.020
H: 10.450 5.778 9.683
H: 9.930 4.356 9.458
O: 9.467 6.828 15.705
H: 9.979 6.107 16.093
H: 9.385 6.555 14.755
O: 8.328 11.348 11.207
H: 7.997 10.480 11.146
H: 8.226 11.548 12.156
O: 8.490 13.264 9.064
H: 8.432 12.775 9.917
H: 7.912 14.067 9.112
O: 15.291 11.686 13.634
H: 15.687 10.931 14.064
H: 14.333 11.504 13.519
O: 13.689 5.914 10.698
H: 13.013 5.745 11.387
H: 14.490 5.391 10.847
O: 16.190 4.708 11.337
H: 16.308 4.230 12.160
H: 16.797 5.486 11.328
O: 15.532 11.706 7.608
H: 16.452 11.483 7.378
H: 15.625 12.117 8.504
O: 12.394 11.442 6.127
H: 11.726 11.655 6.780
H: 13.166 11.781 6.593
O: 17.346 9.398 10.940
H: 17.211 10.314 10.642
H: 16.463 9.057 11.145
O: 13.728 11.269 16.444
H: 13.946 12.123 16.051
H: 14.338 10.656 16.044
O: 15.746 9.359 15.169
H: 15.856 9.207 16.105
H: 15.067 8.785 14.783
O: 12.664 8.706 6.392
H: 13.480 8.739 6.970
H: 12.848 9.458 5.764
O: 6.997 7.744 8.568
H: 7.727 7.923 7.914
H: 7.344 7.017 9.097
O: 15.106 12.099 10.223
H: 14.319 11.598 9.999
H: 15.161 12.105 11.173
O: 8.726 6.222 12.926
H: 9.072 5.539 12.308
H: 8.773 7.098 12.449
O: 10.701 11.906 8.235
H: 10.117 12.611 8.466
H: 11.210 11.882 9.079
O: 12.628 14.169 13.712
H: 13.232 14.359 12.976
H: 12.223 14.966 14.063
O: 15.256 8.676 7.877
H: 15.251 9.632 7.662
H: 15.236 8.720 8.853
O: 11.268 9.150 10.323
H: 10.705 8.943 9.546
H: 10.958 9.967 10.743
O: 17.585 7.477 13.482
H: 17.269 8.302 13.951
H: 17.973 7.820 12.670
O: 15.682 5.857 8.085
H: 16.158 5.145 7.622
H: 15.804 6.669 7.591
O: 11.979 11.490 13.596
H: 12.309 12.333 13.878
H: 11.718 10.975 14.404
O: 13.801 14.733 11.276
H: 14.556 14.141 11.149
H: 13.720 15.379 10.582
O: 7.674 8.527 11.162
H: 6.905 8.101 11.475
H: 7.535 8.534 10.153
O: 11.883 12.330 10.566
H: 11.652 11.903 11.440
H: 12.157 13.243 10.881
O: 13.813 8.720 10.693
H: 13.920 7.737 10.661
H: 12.839 8.840 10.468

Here are the Löwdin charges for atoms 1 to 6, given in e:
1 O -0.07
2 H 0.02
3 H 0.04
4 O -0.05
5 H 0.00
6 H 0.07

---

# 8
DFT (the ωB97M-V functional and the def2-TZVPD basis) results for 6 unconnected molecules or ions with the total composition C14H40N4O6.

Properties
**LUMO**: -0.321 eV
**Energy relative to the best compared isomer or geometry (same formula, charge and spin)**: 134.6 kcal per mole

Element x y z (Å)
N: 2.098 1.671 -2.426
C: 1.940 1.053 -3.532
N: 2.949 0.368 -3.893
O: 0.823 1.113 -4.310
H: 1.371 2.279 -1.985
H: 2.915 1.579 -1.797
H: 2.823 -0.219 -4.719
H: 3.729 0.077 -3.280
N: -0.604 2.609 -1.938
C: -1.054 1.981 -0.912
N: -0.815 0.680 -0.924
O: -1.779 2.619 0.081
H: -0.729 3.603 -1.986
H: -0.463 2.137 -2.835
H: -0.972 0.230 -0.019
H: -0.266 0.222 -1.560
C: 1.205 4.547 -0.316
C: 1.821 3.408 0.430
C: 3.337 3.599 0.333
O: 1.597 3.398 1.680
H: 1.662 5.500 0.036
H: 0.143 4.493 -0.187
H: 1.397 4.455 -1.403
H: 1.427 2.454 0.067
H: 3.899 2.842 0.838
H: 3.702 4.546 0.507
H: 3.686 3.473 -0.650
H: 0.647 3.452 1.856
C: -1.402 -2.827 -1.492
C: 0.054 -2.838 -1.969
C: 0.132 -2.439 -3.425
O: 0.822 -2.076 -1.327
H: -2.017 -3.463 -2.051
H: -2.016 -1.906 -1.395
H: -1.383 -3.181 -0.456
H: 0.377 -3.867 -1.839
H: -0.216 -3.102 -4.132
H: 1.254 -2.417 -3.611
H: -0.317 -1.435 -3.485
H: 1.738 -2.174 -1.655
C: -3.606 -1.409 2.157
C: -2.839 -2.193 3.230
C: -3.795 -3.129 4.065
O: -1.996 -2.968 2.742
H: -4.434 -0.994 2.675
H: -4.122 -1.961 1.358
H: -2.965 -0.729 1.627
H: -2.261 -1.518 3.820
H: -4.229 -3.843 3.338
H: -4.619 -2.554 4.408
H: -3.283 -3.732 4.834
H: -1.510 -2.440 2.081
C: -0.152 0.342 2.485
C: 0.441 -0.619 1.578
C: 1.356 -1.660 2.118
O: -0.443 -1.298 1.011
H: -0.618 1.127 1.888
H: 0.585 0.763 3.155
H: -0.865 0.030 3.209
H: 1.047 -0.109 0.884
H: 2.193 -1.314 2.624
H: 1.759 -2.302 1.269
H: 0.828 -2.252 2.843
H: 0.016 -1.682 0.280

Here are the natural (NBO) charges for atoms 1 to 6, given in e:
1 N -0.83
2 C 0.74
3 N -0.80
4 O -0.77
5 H 0.44
6 H 0.40

---

# 9
DFT (the ωB97M-V functional and the def2-TZVPD basis) results for 7 unconnected molecules or ions with the total composition C8H28ClO10.

Properties
**LUMO (spin up / spin down)**: 0.312 / -6.666 eV
**2S+1**: 2
**Expectation value of S²**: 0.7574

Element x y z (Å)
Cl: -4.428 -11.522 -18.788
O: -3.242 -12.204 -18.427
O: -4.174 -10.228 -19.321
O: -5.077 -12.285 -19.826
O: -5.243 -11.467 -17.585
C: -9.558 -10.063 -19.781
C: -8.084 -9.467 -19.713
C: -7.370 -9.724 -21.002
O: -8.333 -8.045 -19.668
H: -9.545 -11.086 -20.156
H: -10.225 -9.507 -20.439
H: -9.982 -10.202 -18.786
H: -7.547 -9.878 -18.858
H: -7.842 -9.189 -21.825
H: -7.382 -10.782 -21.263
H: -6.317 -9.457 -20.911
H: -9.033 -7.840 -20.292
C: -8.350 -12.882 -16.529
O: -9.196 -12.046 -15.811
H: -8.755 -13.894 -16.492
H: -8.258 -12.600 -17.578
H: -7.299 -12.834 -16.246
H: -10.020 -12.148 -16.293
C: -5.374 -13.239 -23.621
O: -5.517 -11.967 -23.073
H: -4.363 -13.635 -23.708
H: -5.954 -13.997 -23.095
H: -5.819 -13.143 -24.612
H: -5.679 -11.980 -22.127
C: -6.610 -8.799 -15.717
O: -5.325 -8.810 -16.311
H: -6.795 -9.813 -15.364
H: -6.707 -8.083 -14.901
H: -7.304 -8.624 -16.539
H: -5.255 -9.553 -16.916
C: -1.319 -13.389 -21.794
O: -1.835 -14.126 -20.722
H: -1.955 -13.237 -22.666
H: -1.088 -12.369 -21.486
H: -0.350 -13.720 -22.168
H: -2.501 -13.612 -20.260
C: -0.701 -9.706 -18.925
O: 0.707 -9.730 -19.150
H: -1.041 -9.956 -17.921
H: -1.072 -8.694 -19.087
H: -1.269 -10.368 -19.579
H: 0.878 -9.812 -20.092

Here are the natural (NBO) charges for atoms 1 to 6, given in e:
1 Cl 2.53
2 O -0.79
3 O -0.76
4 O -0.74
5 O -0.74
6 C -0.63

---

It is found that the E_tot values, taken in the order of the records, are -1662.43268, -1229.49932, -947.54406, -2785.30074, -3389.26200, -761.22410, -2522.64479, -1227.72655, -1533.65800 Eh.
It is found that the molecular weight values, taken in the order of the records, are 397.86, 181.24, 110.21, 758.45, 758.03, 135.19, 594.50, 360.50, 319.75 g mol⁻¹.